Entry 1:
ORCA calculation (wB97M-V/def2-TZVPD) on a molecular structure, C44H33BCl80F3NO7S in a non-equilibrium geometry.

Atoms and positions in Å:
C (3.508, -4.061, 0.126)
H (-4.495, 2.747, 0.845)
C (1.616, -11.119, 12.986)
C (-2.897, 5.955, 0.181)
C (-2.923, -1.497, 13.259)
Cl (-8.669, 6.090, -4.225)
Cl (1.749, -5.698, 3.956)
Cl (2.049, -5.108, -7.997)
Cl (2.030, -4.671, 0.911)
Cl (1.832, -10.187, 11.483)
Cl (3.687, -10.399, 5.983)
Cl (4.656, -7.897, 4.858)
Cl (5.875, 2.894, 2.449)
O (-2.992, 2.805, -0.649)
Cl (4.771, -3.365, -6.517)
H (-5.408, 4.371, -3.308)
C (-3.306, 2.644, 0.762)
Cl (6.173, 0.415, 0.954)
Cl (-0.462, -8.036, 11.216)
Cl (3.202, -11.390, 13.751)
O (0.053, 3.203, -2.639)
H (-1.135, 0.752, -2.001)
C (7.434, 10.687, -2.547)
H (-1.625, 4.831, -4.052)
Cl (8.373, 4.886, -6.522)
H (-6.355, -0.829, -5.036)
Cl (3.693, 10.359, -0.790)
Cl (1.579, 8.359, -0.818)
C (0.786, 3.996, 0.470)
Cl (0.566, -10.211, 14.102)
C (-4.121, 0.367, 0.767)
H (-5.090, 0.489, 1.452)
H (-2.898, 3.492, 1.481)
H (-7.864, 3.262, -2.682)
C (4.942, -2.430, -8.023)
O (-3.046, 1.267, 1.302)
C (4.440, -8.829, 6.361)
C (3.319, 8.641, -1.078)
O (2.616, 2.070, -2.459)
H (-1.479, -3.372, 2.154)
Cl (-10.950, -2.382, -1.123)
H (-3.613, 8.130, 0.826)
C (-1.747, 3.502, -0.944)
C (-2.941, 3.146, -4.842)
C (-1.788, 5.139, -0.769)
H (0.785, 1.352, 0.232)
Cl (0.863, -12.689, 12.608)
Cl (4.413, -0.751, -7.744)
Cl (-1.933, -0.621, 14.455)
C (-0.785, 6.214, -1.541)
Cl (-4.401, -2.108, 14.045)
C (1.791, -6.392, -9.205)
H (-2.248, 2.359, -5.354)
C (-1.714, 1.439, -2.775)
Cl (3.064, -2.956, -1.200)
Cl (0.673, -2.909, -3.361)
Cl (6.990, -6.725, -10.439)
Cl (3.911, 6.325, 6.615)
H (1.024, 4.126, -4.385)
Cl (-0.819, -5.422, 9.988)
H (-4.648, -1.879, 0.600)
Cl (4.442, -5.429, -0.530)
C (-0.371, -1.635, 1.134)
C (-0.290, -7.100, 9.709)
Cl (0.784, -5.666, 16.106)
Cl (-1.913, -4.786, 15.460)
C (-2.288, 3.958, -3.578)
H (-4.452, 0.667, -0.330)
Cl (1.417, -7.107, 9.197)
Cl (2.477, 6.554, 4.094)
C (-5.627, 3.282, -3.676)
H (-3.093, -1.381, -0.345)
Cl (-6.278, -4.192, 2.285)
Cl (3.746, 8.213, -2.754)
H (-1.370, 1.068, -3.839)
O (-2.791, -1.653, 1.792)
F (1.071, -0.474, -2.738)
Cl (-12.167, -0.084, -2.427)
Cl (0.377, -7.371, -8.738)
H (-1.972, -3.146, 0.344)
C (2.747, 0.604, 3.087)
Cl (6.026, -9.100, 7.126)
Cl (1.444, 4.839, 6.205)
C (6.925, 1.986, 1.333)
H (-3.871, 0.402, -5.632)
Cl (3.235, -7.433, -9.284)
Cl (4.498, -3.185, 1.321)
Cl (-0.214, -3.690, 4.717)
Cl (8.022, 10.857, -0.874)
C (-3.663, -1.212, 0.691)
Cl (8.512, 1.715, 2.097)
C (0.019, -5.396, 4.259)
Cl (-3.642, -5.371, 1.934)
Cl (-5.012, -4.168, -0.334)
Cl (-5.981, -6.671, 0.790)
Cl (6.702, -9.619, -10.517)
Cl (-1.258, -7.621, 15.418)
Cl (4.259, 7.631, 0.050)
B (-0.418, 2.972, -0.092)
C (-5.228, -5.101, 1.169)
C (-0.644, -5.981, 15.089)
H (-0.027, 8.532, -1.960)
H (-3.725, 5.393, 0.787)
Cl (4.176, 0.919, 4.105)
Cl (5.206, -7.957, -12.379)
H (-3.205, 4.535, -3.074)
H (1.270, 4.605, -0.433)
Cl (10.711, 6.185, -5.379)
Cl (7.013, 12.292, -3.196)
H (-2.846, 1.166, -2.670)
Cl (-7.812, 8.862, -4.434)
Cl (1.479, 1.799, 3.458)
C (-4.714, 0.961, -5.042)
C (0.299, -4.627, -3.649)
Cl (8.087, -8.236, -12.670)
Cl (-3.368, -0.393, 11.934)
Cl (6.649, -2.436, -8.536)
N (-1.826, 8.495, -0.519)
Cl (2.133, -1.036, 3.416)
Cl (-1.295, -7.836, 8.435)
C (-6.193, 0.278, -4.678)
Cl (-0.913, -5.747, 2.782)
Cl (-6.724, 6.864, -6.247)
Cl (3.201, 0.735, 1.369)
C (-11.010, -1.425, -2.624)
C (-4.450, 2.505, -4.510)
Cl (5.991, 9.642, -2.566)
Cl (3.937, -3.165, -9.297)
S (2.052, 1.911, -3.916)
O (3.198, 2.310, -4.877)
H (-0.342, -1.144, 0.049)
O (-0.199, 1.533, 0.294)
Cl (-5.971, 6.843, -3.436)
Cl (-9.392, -0.767, -2.974)
Cl (8.075, 7.364, -5.027)
C (-1.404, 3.065, -2.531)
C (1.515, 0.103, -4.061)
C (-1.722, -2.549, 1.324)
F (0.510, -0.135, -5.141)
Cl (3.855, 4.080, 4.765)
C (-0.808, 7.836, -1.387)
Cl (3.389, -7.921, 7.477)
Cl (-1.989, -2.866, 12.604)
Cl (0.726, -5.054, -5.326)
C (-2.782, 7.578, 0.167)
Cl (-0.190, -5.851, 13.371)
Cl (-11.532, -2.467, -3.972)
H (-0.165, 2.614, -4.788)
H (1.629, 3.393, 1.017)
H (-8.403, 0.573, -3.534)
C (9.125, 6.456, -6.143)
Cl (1.501, -5.656, -10.802)
H (0.581, -2.306, 1.252)
C (6.746, -8.135, -11.501)
C (-7.294, 7.165, -4.585)
C (0.555, 3.096, -4.006)
H (-3.161, 3.971, -5.677)
Cl (9.342, 7.388, -7.646)
Cl (-1.441, -4.908, -3.389)
F (2.760, -0.674, -4.413)
Cl (1.239, -5.636, -2.522)
H (0.039, 5.779, -2.284)
Cl (8.709, 9.956, -3.553)
H (0.238, 4.742, 1.222)
H (-0.342, -0.771, 1.953)
C (-7.102, 2.623, -3.310)
Cl (7.142, 2.918, -0.170)
Cl (-0.545, -6.448, 5.581)
C (2.922, 5.449, 5.420)
C (-7.373, 1.069, -3.817)

lowest unoccupied orbital energy = -0.7 eV
ΔE to the lowest compared entry with this formula, charge and spin = 2452.6 kJ/mol
E_HOMO = -8.70 eV
frontier orbital gap = 8.0 eV
molar mass = 3623.9 g mol⁻¹

---

Entry 2:
ORCA calculation (wB97M-V/def2-TZVPD) on a molecular structure, C44H33Br2N6O4P2SZr.

Atoms and positions in Å:
H (3.773, -1.226, -1.390)
S (1.095, 3.739, 7.332)
H (-2.862, 2.038, 1.102)
C (1.379, 2.460, 5.373)
C (-2.748, 3.209, 2.890)
H (3.805, 1.214, 5.125)
C (-3.942, 4.296, -1.526)
H (-3.659, -1.417, 4.543)
C (-3.191, 5.345, -1.015)
N (1.363, 0.570, 2.191)
C (-1.876, 5.136, -0.611)
N (2.050, 2.777, 6.469)
P (1.184, 0.060, -1.302)
C (-0.426, -5.119, -0.164)
O (1.739, -7.882, -0.127)
H (-1.287, 5.962, -0.235)
P (-1.365, 1.166, -1.275)
O (0.678, -1.938, 1.297)
C (-3.383, 3.031, -1.639)
H (-3.964, 2.223, -2.065)
H (2.694, 0.280, -3.747)
H (0.011, -2.555, -1.946)
C (-0.754, 2.860, 4.160)
C (0.705, -5.846, 0.044)
C (-3.368, -0.521, -2.145)
C (1.853, 1.602, 4.313)
C (1.340, -1.048, -2.705)
H (6.359, 1.830, 0.108)
C (-4.087, -1.219, -3.104)
C (1.832, -5.294, 0.667)
C (-1.998, 3.485, 4.008)
H (2.205, 2.673, -0.457)
C (2.147, -1.403, -4.945)
C (-1.316, 3.874, -0.703)
C (1.425, -2.590, -5.011)
C (0.614, -2.232, -2.781)
Zr (-0.438, -0.259, 0.968)
H (-2.345, 4.169, 4.772)
H (-2.452, -3.468, -0.493)
C (-3.215, -1.644, 3.583)
H (2.698, -5.925, 0.815)
C (-1.846, 0.252, -3.856)
H (-1.281, -5.576, -0.648)
H (-3.624, 6.334, -0.947)
C (3.131, 1.029, 4.299)
C (0.111, 3.079, 5.295)
N (0.247, 1.403, -1.735)
H (2.745, -1.085, -5.789)
H (1.462, -3.191, -5.910)
C (-2.249, 0.223, -2.521)
H (0.491, 2.003, -2.520)
N (0.742, -7.259, -0.397)
H (2.694, -3.561, 1.580)
C (-0.310, 1.996, 3.159)
H (-3.710, 3.673, 2.725)
C (1.007, 1.372, 3.227)
H (-3.379, -2.672, 3.289)
H (-0.288, 3.717, -0.394)
C (0.696, -3.188, 0.884)
C (1.831, -3.981, 1.083)
N (-0.158, 3.855, 6.334)
O (-1.690, -1.757, 0.226)
C (-0.446, -3.766, 0.249)
O (-0.227, -7.658, -1.000)
C (-2.560, -0.459, -4.807)
Br (-3.973, -0.487, 2.256)
N (-1.078, 1.692, 2.077)
H (4.461, 3.408, 0.203)
H (2.825, -0.629, 1.381)
C (-2.070, 2.816, -1.219)
C (3.913, -0.217, -1.020)
C (5.176, 0.200, -0.628)
C (-2.264, 2.296, 1.962)
C (2.112, -0.633, -3.796)
C (5.369, 1.502, -0.180)
H (-0.975, 0.820, -4.164)
H (-3.685, -0.555, -1.109)
H (6.013, -0.482, -0.693)
C (3.496, 0.244, 3.227)
C (0.661, -3.007, -3.930)
Br (-1.292, -1.401, 3.769)
C (3.034, 1.975, -0.500)
H (-4.967, -1.780, -2.819)
H (4.474, -0.212, 3.169)
C (4.302, 2.389, -0.123)
H (-4.242, -1.734, -5.179)
H (0.104, -3.933, -3.985)
C (-1.585, -2.997, -0.023)
H (-2.248, -0.437, -5.843)
C (-3.680, -1.190, -4.431)
C (2.836, 0.671, -0.954)
C (2.578, 0.018, 2.209)
H (-4.958, 4.466, -1.858)

lowest unoccupied orbital energy = -9.5 eV
ΔE to the lowest compared entry with this formula, charge and spin = 66.8 kJ/mol
E_HOMO = -16.30 eV
frontier orbital gap = 6.8 eV
molar mass = 1054.8 g mol⁻¹
net charge = +3